The following is a DFT calculation (the ωB97M-V functional and the def2-TZVPD basis) of C29H46BCaNO7S as an isolated structure in a non-equilibrium geometry.

The geometry in ORCA input format:
```
! wB97M-V def2-TZVPD RIJCOSX def2/J DEFGRID3
* xyz 0 1
Ca 0.32 -0.06 1.05
C -2.60 -2.38 1.84
C -3.20 -1.04 2.17
O -2.65 -0.11 1.27
C -3.10 1.22 1.46
C -2.51 1.83 2.71
O -1.11 1.78 2.56
C -0.34 1.85 3.75
C -0.51 0.60 4.59
O -0.37 -0.52 3.72
C -0.76 -1.76 4.27
C -0.63 -2.79 3.17
O -1.19 -2.38 1.94
H -2.83 -2.59 0.79
H -3.05 -3.16 2.46
H -3.00 -0.76 3.21
H -4.29 -1.11 2.05
H -4.20 1.26 1.51
H -2.77 1.78 0.59
H -2.84 1.30 3.60
H -2.85 2.87 2.80
H -0.59 2.73 4.35
H 0.69 1.92 3.42
H -1.49 0.55 5.08
H 0.26 0.59 5.37
H -1.79 -1.69 4.65
H -0.12 -2.05 5.11
H -1.07 -3.73 3.51
H 0.43 -2.95 2.96
C 3.64 -1.68 2.68
N 4.01 -0.83 3.79
C 5.44 -0.62 3.83
C 3.23 0.41 3.83
C 3.31 1.33 2.61
C 4.40 2.19 2.50
C 4.53 3.04 1.40
C 3.55 3.03 0.43
C 2.45 2.18 0.57
C 2.28 1.30 1.65
H 4.12 -2.65 2.78
H 3.91 -1.26 1.70
H 2.55 -1.83 2.67
H 5.95 -1.58 3.98
H 5.70 0.03 4.67
H 5.85 -0.17 2.91
H 3.54 0.96 4.73
H 2.19 0.11 3.95
H 5.15 2.22 3.28
H 5.39 3.70 1.32
H 3.62 3.69 -0.43
H 1.69 2.24 -0.21
C -2.85 3.50 -6.16
C -2.48 2.09 -6.60
C -3.73 1.44 -7.21
C -1.39 2.19 -7.67
C -1.97 1.24 -5.43
C -1.67 -0.11 -5.64
C -1.16 -0.93 -4.63
C -0.97 -0.37 -3.40
O -0.49 -0.93 -2.24
B -0.48 0.09 -1.21
O -0.99 1.27 -1.86
C -1.27 0.95 -3.17
C -1.77 1.78 -4.16
H -3.23 4.07 -7.02
H -1.99 4.05 -5.76
H -3.63 3.50 -5.39
H -4.12 2.06 -8.03
H -4.52 1.32 -6.46
H -3.51 0.45 -7.63
H -1.74 2.79 -8.52
H -1.10 1.21 -8.04
H -0.49 2.67 -7.26
H -1.82 -0.54 -6.63
H -0.93 -1.98 -4.82
H -1.99 2.81 -3.93
C 1.98 -4.84 0.70
S 1.80 -3.37 -0.26
C 0.41 -3.86 -1.25
O 1.26 -2.33 0.68
H 2.47 -5.61 0.10
H 0.99 -5.18 1.03
H 2.60 -4.58 1.55
H -0.41 -4.10 -0.56
H 0.69 -4.72 -1.86
H 0.15 -3.00 -1.87
*
```

Computed properties:
Calculated total energy = -2814.6952 a.u.
Kohn-Sham gap = 0.2606 Eh
M = 603.64 Da